C2H8IN2 as an isolated structure in a non-equilibrium geometry. Source: OMol25; level of theory: the ωB97M-V functional and the def2-TZVPD basis.

The geometry in XYZ format:
```
13
Properties=species:S:1:pos:R:3
C 0.32699 0.75140 0.06381
C -0.06432 -0.50211 -0.71167
N 0.40859 -0.69659 -1.91113
N -0.34053 0.83154 1.34552
I 0.19543 -2.22647 1.25943
H 1.38438 0.75202 0.16679
H -0.03350 1.58819 -0.52902
H -1.43372 -0.72930 -0.32054
H 1.46268 -0.66331 -1.89655
H -0.14399 -1.37722 -2.42532
H -1.46736 0.72986 1.18299
H -0.07801 1.70189 1.85915
H -0.21663 -0.15990 1.91654
```

Calculated values
**Spin multiplicity**: 3
**Charge**: +1
**Energy relative to the best compared isomer or geometry (same formula, charge and spin)**: 45.8 kcal/mol
**Expectation value of S²**: 2.006



A 3-piece molecular cluster, C2H8IN4O2 overall in a non-equilibrium geometry. Source: OMol25; level of theory: the ωB97M-V functional and the def2-TZVPD basis.

The geometry in XYZ format:
```
17
Properties=species:S:1:pos:R:3
I -2.61411 -0.07014 -1.18419
C 1.31311 1.80324 -2.06773
O 2.42073 2.20632 -2.45571
N 0.60692 0.79418 -2.58959
N 0.69194 2.45062 -1.01305
H -0.26307 0.48474 -2.16045
H 0.85964 0.32396 -3.43530
H 1.25654 3.14153 -0.56405
H -0.25012 2.25465 -0.71969
C -0.11170 -1.73730 2.39227
O 0.71315 -1.86210 3.30420
N -0.84373 -2.77728 1.92023
N -0.37001 -0.53706 1.77884
H -0.75013 -3.66528 2.36858
H -1.52940 -2.61911 1.20201
H -1.12271 -0.52000 1.10875
H -0.00705 0.32900 2.11486
```

Calculated values
**Charge**: -1
**Energy relative to the best compared isomer or geometry (same formula, charge and spin)**: 1.1 kcal/mol



A 3-piece molecular cluster, C2H8IN4O2 overall in a non-equilibrium geometry. Source: OMol25; level of theory: the ωB97M-V functional and the def2-TZVPD basis.

The geometry in XYZ format:
```
17
Properties=species:S:1:pos:R:3
I 0.88743 0.92262 0.55679
C 4.79238 -1.01928 -4.10401
O 5.58995 -0.68969 -4.93273
N 3.59700 -0.89550 -4.43768
N 5.03098 -1.53822 -2.92171
H 2.82666 -1.17444 -3.84703
H 3.31647 -0.19928 -5.11346
H 5.95725 -1.68955 -2.54859
H 4.34706 -1.15040 -2.28771
C -5.02310 1.05722 3.77825
O -6.08585 1.39687 4.34815
N -4.78348 -0.07332 3.33419
N -3.96472 1.84979 3.84404
H -5.41912 -0.85016 3.44634
H -3.93516 -0.11448 2.78762
H -4.10186 2.66591 4.42305
H -3.03181 1.50191 3.67448
```

Calculated values
**Charge**: -1
**Energy relative to the best compared isomer or geometry (same formula, charge and spin)**: 57.4 kcal/mol



A 2-piece molecular cluster, C2H8N overall in a non-equilibrium geometry. Source: OMol25; level of theory: the ωB97M-V functional and the def2-TZVPD basis.

The geometry in XYZ format:
```
11
Properties=species:S:1:pos:R:3
N 0.85316 0.56307 1.40485
H 1.04544 1.52122 1.09164
H 1.46121 0.41102 2.21862
H -0.11162 0.44577 1.72700
H 1.02587 -0.08577 0.63161
C -1.06377 0.07545 -1.04823
C -0.23290 -0.96326 -1.15512
H -1.90158 0.09192 -0.35795
H -1.07824 0.89004 -1.76237
H -0.51567 -1.95463 -0.81178
H 0.51810 -0.99484 -1.93826
```

Calculated values
**Charge**: +1
**Energy relative to the best compared isomer or geometry (same formula, charge and spin)**: 28.6 kcal/mol



A 2-piece molecular cluster, C2H8N2 overall in a non-equilibrium geometry. Source: OMol25; level of theory: the ωB97M-V functional and the def2-TZVPD basis.

The geometry in XYZ format:
```
12
Properties=species:S:1:pos:R:3
C -0.89381 -2.35671 -0.63315
N -0.93165 -1.28567 0.03751
C -0.13513 -1.32106 1.26962
H -0.08553 -3.05271 -0.35150
H -1.55476 -2.68362 -1.42710
H -0.27749 -0.36940 1.78594
H 0.92986 -1.52407 1.05922
H -0.41643 -2.16916 1.89336
N 0.90361 3.73845 -1.21996
H 1.74107 3.81841 -0.65323
H 0.46854 2.84132 -1.01397
H 0.25173 4.36422 -0.74675
```

Calculated values
**Charge**: 0
**Energy relative to the best compared isomer or geometry (same formula, charge and spin)**: 24.8 kcal/mol



The molecule C2H8N2. Source: OMol25; level of theory: the ωB97M-V functional and the def2-TZVPD basis.

The geometry in XYZ format:
```
12
Properties=species:S:1:pos:R:3
N -1.96325 -0.02812 -0.04445
C -0.61611 -0.58130 -0.09448
C 0.52898 0.41910 0.00481
N 1.82489 -0.24183 -0.14726
H -2.06883 0.49628 0.81804
H -2.12433 0.60452 -0.81774
H -0.48891 -1.13156 -1.02459
H -0.54237 -1.30664 0.72823
H 0.40559 1.03405 0.93054
H 0.44270 1.13709 -0.81356
H 2.59563 0.41725 -0.21434
H 2.00601 -0.81884 0.67479
```

Calculated values
**Charge**: 0
**Energy relative to the best compared isomer or geometry (same formula, charge and spin)**: 0.3 kcal/mol